Entry from the OMol25 dataset: C10H21MgN3O6 as an isolated structure in a non-equilibrium geometry (ωB97M-V/def2-TZVPD).

Geometry as XYZ:
```
41
Properties=species:S:1:pos:R:3:mulliken_charge:R:1
Mg 10.039 3.057 12.027 1.159
C 11.743 1.729 11.952 0.811
O 11.320 1.874 13.107 -0.745
O 10.792 1.407 11.261 -0.736
O 11.933 2.891 11.570 -0.723
C 7.975 6.020 10.373 -1.125
C 8.340 4.580 10.011 0.771
O 9.343 4.001 10.513 -0.639
N 7.675 3.880 9.109 -0.153
C 6.576 4.354 8.229 -0.874
H 7.180 5.980 11.119 0.257
H 7.492 6.613 9.597 0.478
H 8.873 6.594 10.600 0.214
H 7.936 2.907 9.040 0.302
H 5.662 4.025 8.723 0.303
H 6.708 3.967 7.218 0.329
H 6.628 5.436 8.102 0.280
C 6.243 3.434 13.770 -0.981
C 7.331 2.413 13.451 0.623
O 8.201 2.681 12.611 -0.738
N 7.296 1.264 14.093 -0.168
C 8.245 0.151 13.798 -0.850
H 6.726 4.373 14.041 0.188
H 5.698 3.070 14.640 0.373
H 5.613 3.648 12.907 0.277
H 6.651 1.157 14.863 0.239
H 9.223 0.440 14.183 0.300
H 8.281 -0.232 12.778 0.258
H 7.898 -0.654 14.446 0.365
C 10.551 7.063 13.433 -1.252
C 10.234 5.631 13.814 0.840
O 10.081 4.732 12.932 -0.423
N 10.250 5.399 15.134 -0.207
C 10.059 4.122 15.835 -0.704
H 11.126 6.975 12.512 0.280
H 11.106 7.452 14.287 0.454
H 9.615 7.574 13.208 0.223
H 10.411 6.222 15.697 0.231
H 9.073 3.705 15.628 0.100
H 10.073 4.340 16.902 0.378
H 10.849 3.413 15.585 0.285
```

Computed properties:
Net charge   0
HOMO-LUMO gap   4.613 eV

=====

Entry from the OMol25 dataset: C33H30N4P2S3Tc as an isolated structure in a non-equilibrium geometry (ωB97M-V/def2-TZVPD).

Geometry as XYZ:
```
73
Properties=species:S:1:pos:R:3:lowdin_spin:R:1
Tc 0.946 -1.735 0.495 0.719
S 1.252 -0.448 2.532 0.022
P 0.199 0.970 1.516 0.013
C 0.229 0.229 -0.179 0.003
P -1.253 -0.399 -1.069 0.000
S -0.960 -2.395 -0.817 -0.004
C -2.847 0.103 -0.399 0.000
C -3.747 -0.863 0.036 0.000
C -5.005 -0.475 0.464 0.000
C -5.357 0.865 0.457 0.000
C -4.452 1.828 0.032 0.000
C -3.192 1.453 -0.397 0.000
C -1.208 -0.053 -2.845 0.000
C -2.277 0.561 -3.492 0.000
C -2.263 0.663 -4.874 0.000
C -1.203 0.151 -5.604 0.000
C -0.137 -0.461 -4.957 0.000
C -0.140 -0.572 -3.580 0.000
C -1.405 1.190 2.324 0.002
C -1.891 2.472 2.566 0.000
C -3.046 2.630 3.311 0.000
C -3.709 1.520 3.810 0.000
C -3.231 0.242 3.555 0.000
C -2.078 0.072 2.813 0.000
C 1.081 2.545 1.556 0.003
C 2.142 2.717 2.439 0.000
C 2.795 3.938 2.487 0.000
C 2.393 4.975 1.658 0.000
C 1.331 4.801 0.780 0.000
C 0.670 3.587 0.725 0.001
H -3.471 -1.908 0.030 0.000
H -5.713 -1.221 0.790 0.000
H -6.340 1.166 0.786 0.000
H -4.734 2.870 0.019 0.000
H -2.479 2.195 -0.735 0.000
H -3.115 0.946 -2.929 0.000
H -3.091 1.136 -5.380 0.000
H -1.210 0.217 -6.681 0.000
H 0.684 -0.864 -5.531 0.000
H 0.675 -1.075 -3.074 0.000
H -1.363 3.340 2.199 0.000
H -3.411 3.625 3.522 0.000
H -4.595 1.651 4.414 0.000
H -3.743 -0.619 3.957 0.000
H -1.685 -0.922 2.631 0.000
H 2.451 1.906 3.084 0.000
H 3.617 4.077 3.172 0.000
H 2.908 5.924 1.694 0.000
H 1.014 5.611 0.140 0.000
H -0.150 3.445 0.033 0.000
C 4.586 -2.758 -1.576 0.009
C 3.339 -2.753 -0.757 0.068
N 2.756 -1.609 -0.386 0.004
N 3.443 -0.451 -0.618 -0.002
C 2.915 0.789 -0.687 0.003
N 3.751 1.834 -0.508 0.004
S 1.330 1.165 -1.311 -0.002
C 2.718 -3.918 -0.205 0.030
C 3.159 -5.237 -0.389 0.012
C 2.538 -6.261 0.291 0.031
C 1.488 -5.961 1.157 0.010
C 1.073 -4.650 1.269 0.037
N 1.649 -3.648 0.602 0.026
H 4.570 -1.944 -2.300 0.001
H 4.696 -3.692 -2.119 0.001
H 5.469 -2.638 -0.941 0.004
H 4.433 -0.495 -0.385 -0.001
H 4.753 1.711 -0.568 0.000
H 3.407 2.750 -0.755 0.000
H 3.969 -5.448 -1.068 0.000
H 2.857 -7.283 0.159 0.001
H 0.983 -6.735 1.710 0.000
H 0.236 -4.382 1.902 0.001
```

Computed properties:
Net charge   +2
Multiplicity   2
HOMO-LUMO gap (alpha / beta)   5.663 / 5.459 eV

=====

Entry from the OMol25 dataset: C49H38Cl2OP2SV as an isolated structure in a non-equilibrium geometry (ωB97M-V/def2-TZVPD).

Geometry as XYZ:
```
94
Properties=species:S:1:pos:R:3:lowdin_spin:R:1
V 1.070 0.162 -1.609 0.956
O 3.449 -0.310 -0.228 0.017
S 2.117 0.131 0.346 -0.005
C 1.677 -0.810 1.760 0.000
C 2.229 -0.415 2.966 0.000
C 2.157 -1.196 4.131 0.000
C 1.534 -2.408 4.056 0.001
C 1.364 -3.493 5.102 0.000
C 0.584 -4.623 4.377 0.000
C 0.421 -4.122 2.955 0.000
C -0.100 -4.727 1.850 0.000
C -0.112 -3.994 0.647 0.000
C 0.359 -2.703 0.520 0.000
P 0.219 -1.963 -1.113 -0.005
C 1.189 -3.022 -2.248 0.000
C 2.584 -2.906 -2.226 -0.001
C 3.367 -3.749 -3.008 0.000
C 2.765 -4.706 -3.813 -0.001
C 1.377 -4.818 -3.846 0.000
C 0.587 -3.978 -3.071 -0.001
C -1.517 -2.169 -1.653 -0.002
C -1.810 -1.677 -2.930 -0.001
C -3.082 -1.799 -3.472 0.000
C -4.090 -2.407 -2.728 -0.001
C -3.822 -2.857 -1.445 0.000
C -2.542 -2.734 -0.905 -0.001
C 0.979 -2.075 1.641 0.001
C 0.960 -2.823 2.834 0.000
C 2.293 1.773 0.962 -0.001
C 3.553 2.111 1.391 -0.001
C 3.815 3.330 2.057 0.000
C 2.760 4.158 2.313 0.000
C 2.689 5.476 3.070 0.000
C 1.189 5.888 3.008 0.000
C 0.527 4.800 2.181 0.000
C -0.768 4.634 1.783 0.000
C -1.074 3.528 0.965 -0.001
C -0.159 2.573 0.568 -0.002
P -0.760 1.361 -0.674 0.018
C -2.084 0.487 0.201 0.001
C -3.244 0.082 -0.453 -0.001
C -4.253 -0.556 0.259 0.000
C -4.094 -0.813 1.615 -0.001
C -2.915 -0.452 2.261 0.000
C -1.912 0.198 1.556 -0.001
C -1.546 2.283 -2.027 0.010
C -0.866 2.351 -3.242 0.004
C -1.344 3.120 -4.297 0.000
C -2.523 3.830 -4.143 0.000
C -3.238 3.737 -2.952 0.000
C -2.757 2.967 -1.903 0.001
C 1.181 2.670 1.076 0.000
C 1.477 3.824 1.822 0.000
H 2.757 0.526 3.023 0.000
H 2.620 -0.841 5.045 0.000
H 0.832 -3.119 5.976 0.000
H 2.338 -3.833 5.452 0.000
H -0.391 -4.797 4.836 0.000
H 1.113 -5.574 4.402 0.000
H -0.492 -5.740 1.876 0.000
H -0.503 -4.490 -0.235 0.000
H 3.069 -2.184 -1.583 0.000
H 4.449 -3.660 -2.980 0.000
H 3.377 -5.370 -4.416 0.000
H 0.907 -5.564 -4.479 0.000
H -0.490 -4.073 -3.111 0.000
H -1.036 -1.217 -3.527 0.000
H -3.288 -1.429 -4.471 0.000
H -5.083 -2.524 -3.153 0.000
H -4.613 -3.307 -0.852 0.000
H -2.366 -3.058 0.112 0.000
H 4.360 1.402 1.226 0.000
H 4.824 3.563 2.382 0.000
H 3.335 6.224 2.609 0.000
H 3.038 5.353 4.094 0.000
H 1.048 6.870 2.557 0.000
H 0.742 5.937 4.002 0.000
H -1.550 5.337 2.053 0.000
H -2.099 3.437 0.625 0.000
H -3.367 0.251 -1.517 0.000
H -5.164 -0.855 -0.251 0.000
H -4.891 -1.297 2.172 0.000
H -2.785 -0.662 3.317 0.000
H -1.003 0.494 2.071 0.000
H 0.045 1.790 -3.400 0.002
H -0.796 3.161 -5.230 0.000
H -2.895 4.448 -4.955 0.000
H -4.179 4.265 -2.842 0.000
H -3.351 2.883 -1.000 0.000
Cl 2.102 3.220 -4.891 0.000
C 2.300 3.451 -3.183 0.000
Cl 2.660 1.891 -2.281 0.014
H 1.400 3.861 -2.759 0.000
H 3.165 4.061 -2.999 0.000
```

Computed properties:
Relative energy (zero: lowest compared OMol25 entry of this formula, charge and spin)   103.38 kJ/mol
Net charge   +2
Multiplicity   2
HOMO-LUMO gap (alpha / beta)   7.198 / 7.449 eV

=====

Entry from the OMol25 dataset: a 2-piece molecular cluster, C4H5NO overall in a non-equilibrium geometry (ωB97M-V/def2-TZVPD).

Geometry as XYZ:
```
11
Properties=species:S:1:pos:R:3:mulliken_charge:R:1
C -2.988 -0.675 0.190 0.141
C 0.746 1.536 0.000 -0.251
C 0.408 0.125 0.054 0.378
C 0.902 -1.243 -0.001 -0.937
N -0.589 0.875 0.184 -0.406
O -3.679 0.093 -0.264 -0.153
H 1.173 2.026 0.866 0.202
H 0.926 2.025 -0.950 0.200
H 0.152 -1.931 0.385 0.286
H 1.124 -1.500 -1.037 0.256
H 1.825 -1.331 0.573 0.285
```

Computed properties:
Relative energy (zero: lowest compared OMol25 entry of this formula, charge and spin)   210.09 kJ/mol
Net charge   0
HOMO-LUMO gap   10.842 eV

=====

Entry from the OMol25 dataset: C36H57BaBrN4O8P2 as an isolated structure in a non-equilibrium geometry (ωB97M-V/def2-TZVPD).

Geometry as XYZ:
```
109
Properties=species:S:1:pos:R:3:mulliken_charge:R:1
Ba 0.328 0.170 -0.282 0.850
C 3.641 -0.403 1.795 0.033
C 4.241 -1.635 1.570 -0.736
C 3.547 -2.808 1.835 -0.523
C 2.246 -2.756 2.319 -0.618
C 1.644 -1.527 2.557 -0.044
C 2.348 -0.353 2.304 -1.120
H 4.188 0.511 1.601 0.487
H 5.261 -1.681 1.208 0.469
H 4.025 -3.766 1.677 0.417
H 1.714 -3.672 2.538 0.463
H 0.642 -1.482 2.964 0.653
H 1.884 0.602 2.529 0.648
C -1.360 3.328 -0.861 -0.942
O -0.035 2.820 -0.772 0.398
C 1.035 3.684 -0.806 0.132
C 0.877 5.060 -0.758 -0.427
C 1.985 5.892 -0.889 -1.081
Br 1.745 7.765 -0.817 -0.175
C 3.239 5.359 -1.082 -0.523
C 3.412 3.975 -1.105 1.189
C 2.318 3.125 -0.919 -0.365
O 2.487 1.779 -0.894 0.640
C 4.715 3.352 -1.303 -0.248
N 4.889 2.044 -1.297 -0.109
C 6.231 1.829 -1.533 0.331
C 6.956 0.644 -1.633 -0.787
C 8.309 0.747 -1.880 -0.624
C 8.936 1.991 -2.026 -0.484
C 8.234 3.176 -1.931 -1.084
C 6.871 3.070 -1.682 0.567
N 5.879 4.015 -1.529 -0.059
H -1.696 3.701 0.108 0.401
H -1.984 2.494 -1.181 -0.044
H -1.407 4.119 -1.609 0.565
H -0.100 5.498 -0.628 0.648
H 4.077 6.029 -1.202 0.533
H 3.477 1.583 -1.078 0.416
H 6.473 -0.318 -1.524 0.432
H 8.905 -0.151 -1.965 0.417
H 9.999 2.025 -2.219 0.399
H 8.726 4.131 -2.045 0.419
H 5.997 5.012 -1.579 0.222
N 2.110 -1.983 -1.129 0.093
C 1.802 -2.573 -2.439 -0.554
C 1.979 -1.615 -3.619 -0.641
C 0.776 -0.783 -4.056 -0.743
N 0.543 0.444 -3.277 -0.212
H 3.105 -1.794 -1.050 0.056
H 1.928 -2.666 -0.399 0.110
H 0.767 -2.924 -2.419 0.190
H 2.431 -3.451 -2.617 0.500
H 2.246 -2.228 -4.482 0.362
H 2.844 -0.963 -3.449 0.273
H -0.128 -1.392 -3.977 0.272
H 0.907 -0.545 -5.116 0.469
H -0.292 0.890 -3.642 0.174
H 1.294 1.112 -3.432 0.143
C -4.577 -4.742 -1.156 -1.360
C -3.344 -3.877 -1.232 0.445
C -2.123 -4.542 -0.631 -1.011
O -3.652 -2.652 -0.456 0.230
P -2.957 -1.273 -0.698 -1.288
O -1.473 -1.319 -0.802 0.476
C -3.457 -0.261 0.747 -0.408
P -2.300 -0.083 2.151 -0.135
O -1.076 0.639 1.721 -0.800
O -1.999 -1.558 2.594 0.299
C -2.731 -2.316 3.623 0.603
C -1.851 -2.399 4.850 -1.412
C -3.062 -3.663 3.018 -1.141
O -3.063 0.582 3.337 -0.037
C -2.869 1.967 3.822 0.935
C -4.179 2.694 3.631 -1.452
C -2.428 1.862 5.263 -1.462
O -3.494 -0.577 -2.002 -0.398
C -4.844 -0.231 -2.476 0.432
C -5.113 1.223 -2.147 -1.255
C -5.896 -1.175 -1.948 -1.086
H -4.370 -5.699 -1.637 0.422
H -5.433 -4.292 -1.654 0.350
H -4.835 -4.939 -0.116 0.276
H -3.151 -3.537 -2.251 0.421
H -2.368 -5.001 0.326 0.248
H -1.314 -3.826 -0.496 0.005
H -1.779 -5.330 -1.302 0.482
H -4.383 -0.679 1.154 0.557
H -3.683 0.736 0.362 0.149
H -3.640 -1.754 3.842 0.298
H -0.935 -2.948 4.629 0.286
H -2.374 -2.925 5.648 0.474
H -1.595 -1.403 5.211 0.249
H -2.154 -4.243 2.854 0.298
H -3.586 -3.542 2.070 0.099
H -3.704 -4.223 3.697 0.453
H -2.079 2.387 3.198 0.043
H -4.968 2.235 4.224 0.335
H -4.479 2.699 2.583 0.311
H -4.070 3.730 3.955 0.441
H -3.199 1.384 5.868 0.323
H -2.254 2.861 5.663 0.462
H -1.501 1.297 5.347 0.337
H -4.729 -0.355 -3.552 0.368
H -5.264 1.372 -1.078 0.255
H -6.027 1.540 -2.649 0.474
H -4.303 1.860 -2.501 0.284
H -5.999 -1.111 -0.864 0.257
H -5.687 -2.206 -2.228 0.122
H -6.854 -0.896 -2.387 0.518
```

Computed properties:
Relative energy (zero: lowest compared OMol25 entry of this formula, charge and spin)   76.61 kJ/mol
Net charge   +2
HOMO-LUMO gap   8.388 eV